Entry from the OMol25 dataset: 3 unconnected molecules or ions with the total composition C2H10NO4 in a non-equilibrium geometry (wB97M-V/def2-TZVPD).

electronic energy: -11909.50050 eV
charge: +1
2S+1: 1
energy above the lowest of the compared OMol25 structures with the same formula, charge and spin: 1.097 eV
HOMO energy: -13.84 eV

Structure (XYZ):
```
17
Properties=species:S:1:pos:R:3:forces:R:3
C 0.3811 -2.4051 1.2642 0.6883 -0.6606 0.3510
H -1.6895 6.1832 -0.7227 0.1502 0.3394 -0.1986
C -0.4977 -1.2076 1.5524 0.1867 0.0503 -1.0438
H -0.8713 -1.0109 -0.4847 0.6051 0.2182 -0.6990
H -1.5624 0.1624 0.3880 -0.0032 0.3891 0.0369
H 2.2599 -2.6129 1.1233 0.2358 -0.4778 -0.3547
O 1.5846 -1.9949 0.8237 -0.3399 0.7480 0.1487
H 0.0919 -0.6257 2.2388 -0.2494 0.4889 0.4515
H 0.0901 0.2627 0.2027 0.0569 -0.1508 -0.8541
O 0.1115 -3.5328 1.5325 -0.3717 0.1285 0.0305
O 1.1827 -0.9938 -2.7566 -0.3466 -0.0362 0.0760
H 0.7160 -1.6364 -3.3057 0.1666 0.0513 0.0132
O -1.0437 5.6567 -0.2536 0.0132 -0.7060 0.4014
H -1.4636 -1.4878 1.9183 -0.3479 -0.2232 0.3163
H 1.5750 -0.3806 -3.3880 0.0334 -0.0105 0.0441
N -0.7030 -0.3723 0.2857 -0.3226 -0.4735 1.4842
H -0.1618 5.9959 -0.4183 -0.1550 0.3248 -0.2035
```
Forces are in eV/Å.

Atomic partial charges in e from the Löwdin method, atoms 1 to 6: atom 1 (C): -0.5209, atom 2 (H): 0.0314, atom 3 (C): -0.0037, atom 4 (H): 0.1677, atom 5 (H): 0.1747, atom 6 (H): 0.1472